C25H49N7O3 | ωB97M-V with the def2-TZVPD basis set

Molecular weight   495.71 Da
Gap between HOMO and LUMO   9.596 eV
SMILES   CN(C)C=O.CN(C)C=O.CN(C)C=O.CCCC#N.CCCC#N.CCCC#N.CCCC#N
E   -1590.88405 hartree

Element x y z (Å)
1 C 6.2153 12.6522 12.8839
2 N 7.3714 12.5667 13.7300
3 C 8.3048 11.4736 13.6145
4 C 7.5171 13.4589 14.6870
5 O 8.2964 13.5633 15.6554
6 H 5.8884 13.6990 12.7578
7 H 5.3659 12.1907 13.3589
8 H 6.4521 12.1495 11.9614
9 H 7.9146 10.5033 14.0093
10 H 8.4884 11.3161 12.5574
11 H 9.2011 11.5591 14.2674
12 H 6.7619 14.2386 14.6490
13 C 14.0138 6.1299 12.1549
14 N 14.3956 7.2351 11.2946
15 C 14.2347 6.9968 9.8882
16 C 14.9583 8.4137 11.7001
17 O 15.3217 9.2845 10.9145
18 H 12.9517 6.0740 12.2380
19 H 14.2669 6.2113 13.2401
20 H 14.4378 5.2005 11.6922
21 H 13.1239 6.9935 9.6099
22 H 14.8518 7.7202 9.3461
23 H 14.7761 6.1101 9.6753
24 H 14.8353 8.5709 12.8266
25 C 12.0620 14.8810 17.0611
26 N 12.7017 15.0541 18.3425
27 C 12.0866 15.7918 19.4151
28 C 14.0363 14.6913 18.4145
29 O 14.6470 14.1850 17.4813
30 H 12.7603 15.2309 16.3255
31 H 11.1122 15.4051 17.1576
32 H 11.6615 13.8647 16.7883
33 H 12.8283 15.8361 20.2450
34 H 11.9153 16.8096 19.1294
35 H 11.0690 15.4872 19.7587
36 H 14.5132 14.9577 19.4018
37 C 9.4366 9.2364 17.4868
38 C 10.7103 9.3457 18.3980
39 C 11.9750 8.7753 17.6152
40 C 11.8245 7.3594 17.4090
41 N 11.8126 6.2551 17.1075
42 H 9.2322 8.2224 17.1612
43 H 9.5615 9.9374 16.5859
44 H 8.4489 9.5002 17.9629
45 H 10.5334 8.7866 19.3659
46 H 10.8651 10.3602 18.7297
47 H 12.8018 9.0118 18.2118
48 H 12.0202 9.2309 16.6507
49 C 7.6147 7.1659 12.5141
50 C 8.4956 6.8126 13.6975
51 C 9.6124 5.8260 13.2872
52 C 10.1372 6.1849 11.9783
53 N 10.5695 6.4582 10.9261
54 H 6.9539 8.0045 12.8160
55 H 7.0113 6.2694 12.1833
56 H 8.2439 7.5481 11.7118
57 H 7.9232 6.4623 14.5455
58 H 9.0723 7.6610 14.0435
59 H 9.2987 4.7741 13.3017
60 H 10.3957 5.9755 14.0717
61 C 10.7461 9.4762 9.8630
62 C 12.1536 9.7670 10.3187
63 C 12.5960 11.2626 10.2241
64 C 11.6909 12.1959 10.7962
65 N 11.0692 12.9407 11.4037
66 H 10.6823 8.4426 9.5965
67 H 10.4667 10.1389 9.0388
68 H 9.8778 9.6825 10.6120
69 H 12.7346 9.2921 9.5103
70 H 12.4227 9.4213 11.3250
71 H 12.8264 11.4104 9.1890
72 H 13.5247 11.4291 10.7352
73 C 14.4798 10.7297 14.8680
74 C 13.6187 12.0311 15.0250
75 C 12.0694 11.9807 14.8275
76 C 11.7028 10.7863 14.0482
77 N 11.4614 9.7727 13.5593
78 H 13.9809 9.9367 15.4598
79 H 15.4522 10.7830 15.3143
80 H 14.6071 10.3238 13.8304
81 H 14.0055 12.7466 14.3579
82 H 13.7594 12.3422 16.0542
83 H 11.6033 12.8027 14.2825
84 H 11.5447 11.7456 15.7499